Record 1
C21H49ClFIN10O7P | ωB97M-V with the def2-TZVPD basis set

Structure (XYZ):
```
91
Properties=species:S:1:pos:R:3:forces:R:3
N 4.607 -3.187 -1.380 -0.65 0.36 0.45
P 4.590 -1.683 -0.626 1.21 -0.04 0.30
O 3.354 -1.737 0.412 -0.44 0.01 -0.36
N 3.907 -0.527 -1.855 0.77 -0.25 0.38
C 4.408 0.840 -1.463 -0.73 0.11 -1.19
C 5.576 1.025 -2.401 0.08 0.19 -0.36
F 6.602 0.139 -2.202 0.15 -0.01 0.42
I 6.424 2.955 -2.502 -0.33 -0.07 -0.08
N 4.864 0.527 -3.604 1.23 -0.83 0.21
Cl 5.809 0.340 -5.012 -0.05 0.27 -0.17
C 4.288 -0.645 -3.133 -0.77 0.25 -0.45
N 4.111 -1.699 -3.907 -0.18 -0.10 0.16
H 5.353 -3.690 -0.913 0.22 -0.19 -0.29
H 3.751 -3.713 -1.222 -0.10 -0.11 -0.29
H 3.730 -1.545 1.276 -0.25 0.10 0.40
H 4.539 1.057 -0.416 0.09 -0.34 0.27
H 3.634 1.485 -1.873 0.09 0.56 0.64
H 4.881 -2.094 -4.415 -0.02 0.34 -0.61
H 3.221 -2.160 -3.955 -0.03 -0.36 0.39
C 0.732 3.264 0.875 0.14 0.04 0.00
C 1.460 2.312 -0.032 -0.13 -0.03 0.04
O 2.398 2.658 -0.749 -0.19 0.26 -0.01
N 1.059 1.020 -0.038 -0.01 0.19 0.08
C -0.010 0.389 0.723 0.24 -0.25 -0.29
H 1.172 4.251 0.774 0.06 -0.01 -0.07
H -0.323 3.322 0.606 -0.03 -0.07 0.09
H 0.831 2.942 1.913 -0.14 0.03 0.04
H 1.606 0.452 -0.664 -0.10 -0.20 0.01
H 0.410 -0.401 1.349 -0.09 0.04 0.08
H -0.737 -0.052 0.039 -0.16 0.05 0.13
H -0.518 1.108 1.354 0.02 0.07 0.00
C 0.944 1.607 -7.170 0.04 -0.07 -0.02
C 1.894 1.176 -6.080 -0.01 0.04 -0.04
O 2.535 0.134 -6.158 0.05 -0.07 0.24
N 2.019 1.991 -5.002 -0.17 -0.02 -0.17
C 1.343 3.253 -4.740 0.25 -0.17 0.22
H 0.956 0.859 -7.955 0.05 -0.05 0.02
H -0.071 1.692 -6.782 -0.01 0.10 -0.02
H 1.252 2.564 -7.591 -0.09 0.05 0.02
H 2.670 1.652 -4.314 0.06 0.07 0.04
H 2.080 4.049 -4.628 -0.07 0.07 -0.03
H 0.769 3.181 -3.816 -0.05 0.08 -0.03
H 0.673 3.509 -5.551 -0.01 -0.03 -0.05
C -4.286 -2.523 -2.149 0.29 0.28 0.03
C -3.111 -1.660 -1.764 -0.17 0.04 -0.03
O -3.220 -0.689 -1.032 0.19 0.03 0.04
N -1.891 -2.006 -2.271 -0.13 -0.11 -0.01
C -1.572 -3.118 -3.147 0.27 0.29 0.14
H -5.179 -2.134 -1.678 0.00 0.04 0.06
H -4.428 -2.511 -3.230 -0.03 -0.14 0.00
H -4.140 -3.545 -1.815 -0.06 -0.08 -0.10
H -1.146 -1.394 -1.984 0.02 0.03 -0.02
H -0.843 -3.775 -2.666 -0.06 -0.11 -0.07
H -1.141 -2.746 -4.080 -0.05 -0.11 -0.07
H -2.460 -3.694 -3.379 -0.03 0.00 0.02
C -7.823 -4.071 -0.197 0.05 0.02 -0.04
C -7.106 -5.035 -1.113 0.03 -0.01 -0.06
O -6.181 -4.680 -1.829 -0.13 -0.11 0.05
N -7.528 -6.323 -1.116 -0.08 0.11 0.13
C -8.601 -6.922 -0.341 0.24 -0.16 -0.26
H -7.376 -3.088 -0.307 0.05 -0.01 -0.05
H -8.880 -4.005 -0.460 -0.03 -0.02 0.09
H -7.728 -4.385 0.842 -0.10 0.00 0.02
H -7.011 -6.914 -1.748 -0.01 -0.03 -0.02
H -8.204 -7.723 0.283 -0.09 0.01 0.08
H -9.350 -7.344 -1.012 -0.09 0.01 0.08
H -9.077 -6.186 0.296 0.01 0.04 0.00
C 2.485 4.985 4.397 -0.01 -0.06 -0.06
C 1.126 4.366 4.610 0.03 0.01 0.11
O 0.892 3.205 4.299 -0.12 -0.15 -0.20
N 0.165 5.139 5.164 0.15 0.05 -0.08
C 0.260 6.523 5.594 -0.29 -0.22 0.03
H 3.137 4.241 3.951 -0.03 -0.07 0.01
H 2.416 5.841 3.725 0.04 0.07 0.08
H 2.914 5.302 5.347 0.01 0.08 -0.02
H -0.717 4.665 5.280 -0.03 0.01 0.04
H 0.037 6.594 6.659 0.07 0.09 0.01
H -0.462 7.130 5.048 0.06 0.09 0.01
H 1.254 6.917 5.418 0.04 -0.02 -0.01
C 0.967 -0.725 7.738 0.05 0.04 0.00
C 1.167 0.370 6.712 -0.01 0.02 -0.01
O 2.205 1.009 6.652 0.05 -0.03 0.02
N 0.141 0.616 5.855 0.02 -0.15 0.03
C -1.145 -0.051 5.795 0.19 0.30 -0.18
H 1.865 -0.801 8.341 0.05 0.06 -0.03
H 0.124 -0.493 8.390 -0.05 -0.09 -0.02
H 0.791 -1.684 7.249 -0.09 -0.02 0.05
H 0.321 1.359 5.193 0.05 0.16 0.04
H -1.282 -0.507 4.812 -0.09 -0.08 0.04
H -1.947 0.673 5.950 -0.09 -0.09 0.03
H -1.223 -0.824 6.551 0.01 -0.01 0.02
```
Forces are in eV/Å.

The gap between HOMO and LUMO is 7.35 eV. For the total energy, the calculation gives -84431.07886 eV. Its spin multiplicity is 1. The max |F| is 1.50 eV/A. Its charge is +1. The HOMO energy is -10.57 eV.

***

Record 2
C21H49MnN7O7 | ωB97M-V with the def2-TZVPD basis set

Structure (XYZ):
```
85
Properties=species:S:1:pos:R:3:forces:R:3
Mn 0.952 29.976 -1.824 0.08 -0.32 0.56
C 2.633 35.573 -0.423 -0.44 0.34 -0.08
C 2.365 34.613 -1.595 0.73 0.13 2.22
O 2.042 33.455 -1.399 -0.84 -1.56 0.43
N 2.621 35.078 -2.784 0.36 1.11 -2.31
C 2.406 34.366 -4.018 -0.38 -0.55 -1.85
H 3.537 35.330 0.136 -0.04 -0.36 -0.20
H 1.798 35.573 0.277 -0.02 -0.39 -0.05
H 2.725 36.620 -0.711 0.10 -0.05 -0.37
H 2.937 36.035 -2.854 -0.11 -0.16 -0.08
H 1.537 34.666 -4.604 -0.59 0.47 0.65
H 2.283 33.284 -3.973 0.27 0.15 0.89
H 3.154 34.512 -4.797 0.77 0.25 0.64
C 4.638 30.477 2.506 0.83 0.26 0.53
C 3.317 29.772 2.411 0.06 1.45 -3.76
O 2.813 29.618 1.255 -0.05 -0.56 2.12
N 2.867 29.420 3.602 -1.11 -0.29 -0.68
C 1.706 28.535 3.792 0.03 0.61 0.22
H 5.397 29.774 2.163 0.12 -0.10 0.27
H 4.798 30.735 3.553 0.61 -0.08 -0.01
H 4.849 31.395 1.958 -0.84 -0.13 -0.37
H 3.387 29.946 4.289 -0.73 -0.86 0.80
H 1.438 28.582 4.848 0.34 -0.75 -0.03
H 1.939 27.568 3.347 0.10 -0.20 0.72
H 0.782 28.826 3.292 0.29 0.73 -0.38
C -0.660 25.020 0.090 -1.03 -0.19 -1.36
C -1.058 25.948 -1.121 -0.12 0.18 1.89
O -0.400 26.983 -1.232 0.34 0.72 -1.22
N -2.227 25.656 -1.768 1.28 -1.88 1.18
C -2.812 26.199 -2.950 0.06 2.49 1.04
H 0.394 25.025 0.370 -0.12 0.47 -0.41
H -0.924 23.997 -0.180 -0.04 -0.11 0.24
H -1.258 25.321 0.950 0.00 0.02 0.00
H -2.802 24.975 -1.294 0.40 -0.30 -0.08
H -3.768 26.561 -2.573 -0.58 -0.32 -0.93
H -2.838 25.615 -3.870 0.08 -0.20 0.40
H -2.273 27.141 -3.054 0.14 0.01 -0.90
C 5.895 29.780 -4.551 -0.29 0.96 0.32
C 5.366 28.934 -3.377 -0.74 2.20 -1.48
O 4.236 29.251 -2.905 1.39 -1.06 -0.15
N 6.245 28.078 -2.865 -1.42 -0.34 1.00
C 5.971 27.502 -1.556 0.64 -0.99 -0.18
H 5.949 30.786 -4.135 0.36 0.10 0.57
H 5.193 30.048 -5.341 -0.25 -1.05 -0.14
H 6.893 29.605 -4.952 -0.18 -0.57 0.08
H 7.121 27.807 -3.290 -0.31 0.51 -0.30
H 6.206 26.440 -1.623 0.23 -0.03 0.26
H 4.920 27.527 -1.267 0.23 0.62 -0.17
H 6.652 27.989 -0.859 -0.39 -0.16 0.42
C -0.113 27.358 -7.111 -0.32 0.15 -0.25
C 0.728 26.865 -5.941 -0.96 0.59 -1.71
O 0.874 27.582 -4.942 0.56 -1.35 -0.49
N 1.315 25.672 -6.252 0.67 0.67 1.54
C 2.315 25.138 -5.384 0.54 -0.92 1.32
H -0.939 26.704 -7.393 -0.30 -0.09 0.58
H 0.443 27.347 -8.049 0.49 0.29 0.20
H -0.471 28.367 -6.908 -0.07 -0.18 -0.04
H 1.003 24.986 -6.925 -0.48 0.99 -0.32
H 3.343 25.473 -5.522 -0.04 0.16 -0.70
H 2.278 24.053 -5.483 0.28 0.02 0.16
H 2.130 25.390 -4.340 -0.40 -0.06 0.03
C -4.079 31.500 -4.471 1.63 -0.51 -0.40
C -2.707 31.871 -5.013 0.21 0.14 1.04
O -1.692 31.716 -4.356 1.60 -1.43 2.68
N -2.460 32.469 -6.146 -2.38 0.01 -2.71
C -3.557 32.681 -7.129 0.90 0.88 0.30
H -3.772 30.921 -3.600 -0.58 0.42 0.38
H -4.549 30.772 -5.132 -0.51 0.52 -0.15
H -4.612 32.427 -4.262 -0.41 -0.43 0.02
H -1.462 32.485 -6.302 -0.25 0.39 -0.68
H -4.008 33.636 -6.859 -0.17 0.07 -0.41
H -4.345 31.930 -7.076 0.39 -0.20 0.04
H -3.155 32.738 -8.141 -0.10 -0.04 0.13
C -3.507 31.594 1.638 -0.49 0.84 0.02
C -2.009 31.756 1.525 0.71 -2.76 -1.09
O -1.330 31.110 0.700 -0.50 -0.05 -1.23
N -1.299 32.338 2.473 -1.52 0.80 0.83
C -1.945 33.225 3.437 1.27 1.54 -0.30
H -3.951 30.763 1.090 0.81 -0.44 0.30
H -4.097 32.404 1.208 0.40 0.61 0.09
H -3.754 31.591 2.699 -0.24 -0.33 -0.11
H -0.319 32.240 2.247 0.15 0.51 0.68
H -2.168 32.841 4.432 -0.02 -0.41 -0.29
H -2.795 33.731 2.978 -0.27 -0.53 0.12
H -1.270 34.074 3.551 0.16 -0.02 0.44
```
Forces are in eV/Å.

The gap between HOMO and LUMO (alpha / beta) is 4.26 / 4.52 eV. For the total energy, the calculation gives -78638.17938 eV. Its spin multiplicity is 6. The max |F| is 4.03 eV/A. Its charge is +2. The HOMO energy (alpha / beta) is -13.54 / -13.54 eV.

***

Record 3
C21H49N6NiO7 | ωB97M-V with the def2-TZVPD basis set

Structure (XYZ):
```
84
Properties=species:S:1:pos:R:3:forces:R:3
Ni -6.374 11.047 15.631 2.71 -0.75 2.02
C -3.887 9.200 17.970 0.07 -0.54 1.28
C -4.774 10.334 18.438 -1.16 -0.60 -0.99
C -4.017 11.197 19.429 0.33 0.22 -0.07
O -5.341 11.018 17.354 -0.58 1.26 -0.79
H -3.812 8.525 18.832 0.33 -0.07 -0.01
H -2.884 9.581 17.787 -0.03 -0.24 -0.60
H -4.348 8.581 17.203 0.23 0.38 -0.42
H -5.591 9.853 18.999 -0.15 0.03 0.21
H -3.070 11.585 19.040 -0.16 0.09 -0.38
H -3.706 10.565 20.264 -0.29 0.08 0.21
H -4.612 12.039 19.779 -0.05 -0.10 0.12
C -4.189 9.719 13.567 -0.33 -1.29 0.63
O -4.879 10.058 14.537 -0.55 0.71 -0.38
N -3.851 8.436 13.412 0.04 0.02 -0.39
C -2.884 7.991 12.415 -0.16 -0.07 -0.04
C -4.244 7.383 14.352 0.90 0.14 -0.29
H -3.802 10.373 12.779 -0.10 0.26 0.18
H -1.948 7.734 12.916 0.12 0.17 -0.13
H -2.737 8.744 11.645 0.11 0.09 0.13
H -3.240 7.084 11.925 -0.13 0.05 0.01
H -3.304 6.871 14.571 -0.15 -0.14 0.42
H -4.664 7.803 15.256 -0.12 0.03 -0.07
H -4.882 6.639 13.875 -0.26 0.22 -0.03
C -4.966 7.153 23.845 0.70 -0.47 -0.96
O -4.472 8.253 23.877 -0.24 0.55 0.17
N -5.390 6.533 22.690 0.22 -0.09 0.85
C -5.712 5.129 22.739 -0.53 -0.90 0.38
C -5.550 7.285 21.480 0.38 0.77 -0.92
H -5.000 6.496 24.724 -0.23 -0.05 0.05
H -5.015 4.395 22.321 0.31 0.68 -0.74
H -6.701 4.944 22.314 0.00 -0.03 -0.06
H -5.729 4.750 23.764 -0.30 0.58 0.19
H -5.320 8.343 21.612 -0.14 -0.09 0.65
H -4.857 7.034 20.669 0.02 -0.64 0.15
H -6.561 7.245 21.068 -0.15 -0.29 0.19
C -7.510 8.119 16.391 -0.55 0.03 1.14
O -7.408 9.302 16.074 0.10 0.83 -0.69
N -8.180 7.710 17.473 0.19 -0.59 -1.06
C -8.025 6.309 17.841 -0.08 -0.09 0.84
C -8.605 8.605 18.531 0.70 0.76 -0.01
H -7.060 7.266 15.875 0.10 0.32 -0.53
H -8.967 5.863 18.161 -0.07 0.21 0.00
H -7.329 6.284 18.684 -0.01 -0.33 -0.01
H -7.643 5.683 17.039 0.09 0.28 -0.17
H -9.427 8.180 19.098 0.15 -0.10 0.09
H -7.704 8.807 19.120 -0.31 -0.23 0.57
H -8.876 9.601 18.186 -0.25 -0.27 -0.49
C 1.461 9.170 15.590 -0.35 -0.45 0.06
O 2.490 8.649 15.948 0.13 0.26 -0.15
N 0.222 8.812 16.013 -1.49 0.05 0.17
C -0.943 9.587 15.645 -1.14 -0.13 0.02
C 0.001 7.833 17.067 0.54 -0.22 0.21
H 1.352 9.964 14.833 0.48 0.15 -0.04
H -1.804 9.030 16.016 -0.02 -0.01 -0.06
H -1.158 9.708 14.580 0.63 -0.10 -0.16
H -1.060 10.575 16.101 0.50 0.03 0.14
H -0.492 8.227 17.958 0.67 0.73 0.09
H -0.697 7.009 16.885 0.26 -0.03 -1.12
H 1.002 7.441 17.241 -0.22 -0.24 0.62
C -0.295 5.855 21.907 0.01 -0.64 -1.80
O 0.040 5.172 20.945 0.09 -0.08 0.95
N -0.570 7.157 21.790 0.25 1.84 1.50
C -1.172 7.849 22.908 -1.45 1.01 0.44
C -0.440 7.908 20.558 0.12 -0.77 -0.20
H -0.490 5.485 22.921 0.17 -0.27 0.04
H -2.002 8.490 22.584 -0.02 -0.22 -0.51
H -0.608 8.576 23.499 0.88 -0.44 -0.24
H -1.695 7.198 23.609 0.42 -0.40 -0.05
H 0.181 7.319 19.886 -0.53 -0.28 -0.22
H -1.468 8.065 20.224 0.18 0.15 -0.65
H 0.090 8.862 20.588 -0.18 0.10 0.85
C -5.622 14.186 15.038 0.26 1.22 0.16
O -5.566 12.987 15.302 -0.78 -1.14 -0.17
N -5.393 15.153 15.916 -0.64 0.21 0.41
C -5.310 16.588 15.594 1.55 -0.56 0.72
C -5.160 14.947 17.345 0.46 -0.27 0.42
H -5.804 14.612 14.038 -0.07 -0.44 -0.05
H -5.428 16.872 14.554 -0.64 -0.25 0.02
H -4.269 16.823 15.842 -0.01 0.33 -0.19
H -5.873 17.131 16.349 -0.55 0.18 -0.54
H -5.869 15.508 17.954 -0.17 0.13 -0.28
H -5.190 13.918 17.698 -0.10 -0.21 -0.65
H -4.167 15.335 17.580 0.03 0.00 0.02
```
Forces are in eV/Å.

The gap between HOMO and LUMO (alpha / beta) is 8.10 / 7.29 eV. For the total energy, the calculation gives -86880.45919 eV. Its spin multiplicity is 3. The max |F| is 3.46 eV/A. Its charge is +1. The HOMO energy (alpha / beta) is -10.69 / -10.69 eV.